32
Properties=species:S:1:pos:R:3 method="wB97M-V/def2-TZVPD" orbital_gap_ev="5.98 / 6.59" de_lowest_kcal_mol=10.86 total_charge=-1 s_squared=3.880 e_homo_ev="-3.3 / -4.0" multiplicity=4 energy_ev=-78012.65544
V -0.08581 -0.55359 -0.03316
Cl -0.87747 1.69666 -0.53919
C -1.99680 -1.43783 -0.37536
H -2.29904 -1.77570 0.63362
H -2.08958 -2.33970 -0.98600
H -2.82307 -0.80062 -0.74000
Ce -0.38653 0.40892 -2.69128
C -2.01011 0.89543 -4.37788
C 1.62349 1.46968 -3.38168
C 0.45445 -1.63596 -1.62162
H 2.47189 1.08871 -2.76558
H 1.79332 1.14021 -4.41469
H 1.55371 2.55137 -3.34027
H -2.97387 0.35501 -4.13822
H -2.15185 1.99493 -4.41245
H -1.59984 0.50599 -5.32849
H -0.16015 -2.29961 -2.27262
H 1.39798 -1.87583 -2.20315
C 1.82956 0.77794 3.70063
C 0.93114 0.22204 2.61887
O 1.19060 0.52767 1.31012
C 0.89951 -1.33330 2.78167
F 0.33817 -1.79047 3.91747
F 0.18168 -1.97210 1.71369
F 2.13418 -1.88614 2.71831
C -0.51313 0.69913 2.98571
F -0.91385 0.32761 4.23349
F -0.58789 2.06346 2.99272
F -1.50989 0.28097 2.12281
H 2.87279 0.49608 3.48136
H 1.56072 0.35376 4.66691
H 1.74570 1.84528 3.74427

***

14
Properties=species:S:1:pos:R:3 method="wB97M-V/def2-TZVPD" orbital_gap_ev=10.24 de_lowest_kcal_mol=211.63 e_homo_ev=-9.3 smiles=C#CN(OC)OC energy_ev=-9838.10274
C 0.03334 -2.29234 -0.91935
C -0.14138 -1.15543 -0.54900
N -0.18412 0.47238 0.15020
O 0.99449 1.10637 -0.17074
C 1.12417 1.51755 -1.48441
O -0.09354 0.41020 1.58321
C -1.22545 -0.28566 2.02688
H 0.31078 -3.27948 -1.23948
H 1.52189 0.74152 -2.28126
H 1.91323 2.38174 -1.51905
H 0.17468 1.94776 -2.06627
H -0.73562 -1.02538 2.79826
H -1.72435 -0.89656 1.27124
H -1.96812 0.35733 2.39976

***

18
Properties=species:S:1:pos:R:3 method="wB97M-V/def2-TZVPD" orbital_gap_ev="7.76 / 6.98" de_lowest_kcal_mol=55.46 e_homo_ev="-9.0 / -8.6" energy_ev=-19747.25537
C -1.33876 -0.17519 -0.71160
C 0.20724 -0.88408 -0.61624
C -1.33454 0.70719 0.58645
C 0.14921 1.05934 0.78764
C 0.89960 -0.29015 0.44242
C 2.37394 -0.08726 0.17752
O -1.19769 0.44269 -1.81780
O 0.51365 -1.68738 -1.44468
P -2.68263 -1.54239 -0.63524
H -2.10117 1.60580 0.42542
H -1.71315 0.07791 1.43892
H 0.34922 1.84209 -0.05440
H 0.31331 1.52269 1.79115
H 0.75752 -1.19953 1.15879
H 2.87250 -1.06187 0.27254
H 2.67473 0.70226 0.92298
H 2.54345 0.20589 -0.84920
H -3.28642 -1.23800 -1.87467

***

83
Properties=species:S:1:pos:R:3 method="wB97M-V/def2-TZVPD" orbital_gap_ev="5.99 / 5.17" de_lowest_kcal_mol=19.74 s_squared=0.770 e_homo_ev="-5.5 / -4.7" multiplicity=2 energy_ev=-85231.85764
V 0.22675 -0.20955 0.05703
O 0.46858 -0.58096 1.94565
C -0.20766 -1.21429 2.84486
C 0.28916 -1.27928 4.17377
C -0.40475 -1.89176 5.18575
C -1.64255 -2.49408 4.93216
C -2.14431 -2.46959 3.65341
C -1.45843 -1.85778 2.59047
C -1.99873 -1.89494 1.25292
N -1.51268 -1.28959 0.16503
C -2.34939 -1.62524 -0.88362
C -3.34394 -2.43235 -0.43985
N -3.12333 -2.59337 0.90560
H 1.25029 -0.81646 4.36419
H 0.00023 -1.90493 6.19030
H -2.19734 -2.97016 5.72954
H -3.11002 -2.92983 3.47279
H -2.18606 -1.25678 -1.88039
H -4.16981 -2.88877 -0.95550
H -3.67264 -3.16348 1.51888
C 0.96396 -1.55771 -5.07746
N 0.99100 -0.54915 -4.04550
C 1.72228 0.67331 -4.32844
C 0.75631 -0.87824 -2.72032
N 0.01804 -0.14724 -1.92838
C -0.73924 0.97299 -2.33686
C -1.18935 1.26110 -3.62942
C -1.82351 2.45745 -3.92235
C -1.99659 3.41174 -2.93295
C -1.64296 3.11091 -1.63040
C -1.09817 1.86756 -1.29798
N -0.80751 1.50606 0.01424
C -1.50531 1.98347 1.03019
N -2.86770 2.18359 0.98466
C -3.70575 1.48574 0.03224
C -3.46728 3.37245 1.55966
N -0.93979 2.26624 2.22992
C -1.60767 1.95908 3.48249
C 0.45732 2.63517 2.35680
N 1.36370 -2.01714 -2.28195
C 2.69008 -2.35056 -2.79838
C 1.14135 -2.50876 -0.92697
H 0.44946 -1.15677 -5.95686
H 0.41425 -2.42879 -4.72490
H 1.96325 -1.87937 -5.39698
H 1.16299 1.32608 -5.00628
H 2.68678 0.43877 -4.79312
H 1.90456 1.21228 -3.39738
H -1.04252 0.54521 -4.42256
H -2.15794 2.65343 -4.93316
H -2.41506 4.38142 -3.17128
H -1.77914 3.84729 -0.84710
H -3.27986 0.51061 -0.18570
H -3.82238 2.03225 -0.90867
H -4.69303 1.34475 0.47773
H -2.74827 3.90418 2.17479
H -4.33235 3.10762 2.17218
H -3.80161 4.04671 0.76199
H -2.55618 1.46273 3.29260
H -1.78901 2.86422 4.07093
H -0.97749 1.29209 4.07338
H 0.85948 2.90637 1.38798
H 1.05336 1.81042 2.74768
H 0.52768 3.49278 3.03271
H 2.94596 -1.74050 -3.65893
H 2.72644 -3.40309 -3.08922
H 3.43114 -2.16377 -2.02139
H 0.09912 -2.78164 -0.78057
H 1.47954 -1.76904 -0.16831
H 1.74509 -3.40147 -0.78770
C 7.15830 1.90121 -0.04596
C 6.04490 0.89472 -0.02820
C 6.28827 -0.47178 0.09766
C 5.17155 -1.28609 0.11899
N 3.93026 -0.83357 -0.00023
C 3.78303 0.50169 -0.15746
S 2.21080 1.17150 -0.34952
N 4.81358 1.36978 -0.14453
H 8.12882 1.42675 0.09105
H 6.99636 2.63760 0.74102
H 7.14695 2.43720 -0.99537
H 7.28919 -0.87215 0.17539
H 5.27099 -2.36372 0.23193

***

9
Properties=species:S:1:pos:R:3 method="wB97M-V/def2-TZVPD" orbital_gap_ev="7.06 / 7.12" de_lowest_kcal_mol=41.50 e_homo_ev="-8.7 / -8.6" smiles="C[P@H](=O)N=S" energy_ev=-24760.69561
C 1.34099 0.16154 -0.40447
P -0.45756 -0.63774 0.42459
O -1.34832 -1.79680 0.72320
N -1.36091 0.69814 -0.23576
S -2.89116 0.87379 -0.54704
H 1.30754 0.55871 -1.43499
H 1.56281 0.86165 0.33954
H 1.98407 -0.72770 -0.37539
H -0.13747 0.00841 1.51031